Record 1
Below is C24H24ClN6O9PPdS as an isolated structure, with properties calculated with the ωB97M-V functional and the def2-TZVPD basis.

```
67
Properties=species:S:1:pos:R:3:forces:R:3
Pd -0.334 0.708 -0.138 0.55 0.04 -0.51
Cl -0.785 1.062 5.498 0.04 -0.02 0.00
S -0.085 0.617 -4.258 0.13 -0.14 -0.04
P -1.920 1.691 0.810 -0.39 -0.11 0.42
O -2.789 2.836 0.011 0.02 0.03 -0.16
O -2.526 -1.381 5.430 -0.02 -0.08 -0.03
O -1.564 2.526 2.173 -0.03 0.05 -0.01
O -3.208 0.870 1.427 0.11 0.06 -0.04
O 0.272 -2.389 0.454 0.23 -0.06 0.12
O -1.435 1.134 -4.247 -0.05 -0.05 0.05
O 0.776 1.140 -5.299 0.08 -0.01 0.03
O -1.137 -3.442 1.804 0.03 0.02 0.20
O -2.309 -3.005 3.906 -0.04 -0.04 -0.11
N 0.769 -0.472 2.326 -0.10 -0.22 0.45
N 0.677 0.404 3.346 0.12 -0.19 -0.20
N 1.819 0.289 -1.032 -0.27 -0.16 0.17
N 0.464 0.719 -2.773 0.15 0.16 -0.19
N -0.369 -5.317 -5.006 0.04 0.03 0.02
N 2.581 -0.296 -3.219 -0.06 0.04 0.03
C -3.464 -0.444 0.950 0.00 -0.01 0.06
C -2.585 3.086 2.986 -0.02 -0.01 -0.01
C -0.892 -1.112 3.752 -0.09 -0.21 -0.05
C -0.158 -1.391 2.564 0.32 0.04 -0.28
C 2.807 3.122 2.099 -0.03 -0.04 -0.02
C -0.304 -2.475 1.519 -0.46 0.19 -0.17
C 2.890 -0.265 -0.504 -0.01 0.04 -0.01
C -0.296 -3.914 -4.842 -0.02 -0.02 0.01
C 1.567 1.507 3.355 -0.05 0.06 0.07
C -0.197 -1.144 -4.529 -0.06 -0.06 0.07
C 3.658 -0.817 -2.649 -0.04 0.00 -0.10
C -0.743 -1.944 -3.531 0.00 0.06 0.05
C 2.107 1.997 4.537 0.04 0.00 -0.02
C 3.884 -0.843 -1.286 -0.01 0.02 0.10
C -0.793 -3.317 -3.684 0.01 0.00 0.00
C 1.657 0.236 -2.388 -0.20 0.00 0.03
C 1.921 2.057 2.133 0.11 0.06 -0.08
C 0.242 -3.110 -5.841 -0.02 -0.01 0.01
C -2.277 3.295 -1.242 -0.06 0.03 0.08
C 3.336 3.640 3.274 -0.01 0.00 -0.02
C -0.320 0.053 4.198 -0.17 0.22 0.08
C 0.296 -1.732 -5.679 0.07 0.06 -0.07
C 2.986 3.070 4.490 0.00 -0.01 0.01
C -2.014 -1.881 4.429 0.14 0.19 0.08
H 4.759 -1.307 -0.854 -0.01 0.01 0.00
H 2.938 -0.255 0.582 0.00 -0.02 -0.01
H -3.128 3.638 -1.832 -0.01 -0.01 0.01
H 3.068 3.548 1.138 0.02 0.02 0.03
H 3.403 3.451 5.414 0.00 0.01 -0.01
H 4.020 4.479 3.239 0.00 -0.01 0.02
H -1.758 2.501 -1.780 0.03 -0.03 -0.01
H 1.492 1.644 1.224 -0.07 0.10 0.03
H -1.586 4.129 -1.091 0.01 -0.01 0.01
H 4.387 -1.256 -3.329 -0.02 0.02 -0.02
H -3.082 2.307 3.567 0.00 0.00 -0.01
H -0.379 -5.801 -4.120 -0.02 0.01 0.00
H 1.854 1.541 5.483 -0.01 0.00 -0.01
H -1.094 -1.491 -2.610 0.00 0.01 -0.02
H 0.752 -1.103 -6.433 -0.01 0.01 0.02
H -2.103 3.790 3.665 0.00 -0.01 0.00
H -4.288 -0.432 0.231 0.01 0.03 0.00
H -3.328 3.612 2.381 0.02 0.00 0.00
H 0.383 -5.675 -5.577 0.00 0.00 -0.02
H -2.579 -0.862 0.462 0.02 -0.01 -0.01
H -1.649 -3.260 2.743 0.04 -0.09 -0.01
H -1.192 -3.928 -2.883 0.01 -0.01 -0.02
H -3.734 -1.071 1.800 0.01 0.01 0.00
H 0.639 -3.567 -6.742 -0.01 0.00 0.01
```
Positions in Å, forces in eV/Å.

The charge is -2. The max |F| is 0.75 eV/A. The total energy comes out at -3262.4862 Ha.

Record 2
Below is a 2-piece molecular cluster, C12H12Cl4O3 overall, with properties calculated with the ωB97M-V functional and the def2-TZVPD basis.

```
31
Properties=species:S:1:pos:R:3:forces:R:3
Cl 2.448 2.700 -3.817 -0.04 -0.02 0.08
Cl 2.193 0.559 -1.164 0.65 -0.31 -0.14
Cl -2.860 -0.757 3.393 1.68 -0.45 0.22
Cl -0.519 1.512 2.383 0.11 -1.73 -0.82
O -1.808 -3.461 0.778 0.44 8.22 -2.77
O -1.905 -0.954 -3.116 0.16 -0.77 9.71
O -2.559 -2.178 -1.022 4.05 3.31 0.34
C -1.795 -2.237 0.244 -0.74 -6.25 2.40
C -1.029 -1.044 3.440 2.25 0.41 0.00
C -0.571 -2.606 3.624 -1.70 -0.92 0.30
C -1.864 2.434 -0.836 -4.60 7.90 2.34
C -2.694 3.553 -0.527 5.61 -7.62 -2.46
C -1.878 -1.070 -1.767 -0.58 0.37 -4.85
C -0.389 -0.317 2.078 0.26 -1.98 0.23
C -1.067 -0.835 0.680 -1.36 1.58 -5.54
C -0.591 1.373 -1.060 -2.34 -0.06 0.09
C 3.773 1.810 -3.026 0.18 -0.13 0.12
C 3.330 0.443 -2.529 0.42 -0.08 -0.31
C -1.148 -0.114 -0.653 0.34 -1.70 2.82
H -0.538 -0.445 4.349 -1.51 -1.09 -2.10
H -0.376 1.366 -2.221 -0.28 0.07 2.55
H -3.471 4.451 -0.426 2.14 -2.72 -0.33
H -0.317 -2.850 4.765 -0.34 0.83 -2.61
H 4.158 2.430 -2.210 -0.17 -0.15 -0.13
H -1.530 -3.275 3.386 2.27 1.42 0.33
H 4.567 1.697 -3.770 -0.16 -0.09 0.11
H 0.286 -2.959 2.908 -1.62 0.94 1.43
H 4.197 -0.121 -2.172 -0.10 0.17 -0.04
H 0.768 -0.604 2.012 -2.56 0.80 0.22
H 2.850 -0.138 -3.323 0.00 0.22 0.19
H 0.342 1.639 -0.401 -2.46 -0.16 -1.39
```
Positions in Å, forces in eV/Å.

The charge is 0. The max |F| is 9.78 eV/A. Its structure (SMILES) is C#CCC1=C([C@@H](Cl)[C@H](C)Cl)C(=O)OC1=O.ClCCCl. The total energy comes out at -2530.5789 Ha.

Record 3
Below is C5H8N3O2 as an isolated structure, with properties calculated with the ωB97M-V functional and the def2-TZVPD basis.

```
18
Properties=species:S:1:pos:R:3:forces:R:3
O -2.906 -1.546 0.032 -0.44 -0.98 -0.03
O 2.752 -1.488 0.027 0.40 0.05 -0.01
N -2.188 0.605 -0.248 -0.43 0.48 -1.02
N -0.611 -1.147 0.028 -2.39 2.26 -0.09
N 1.028 0.186 -1.265 -3.25 2.64 1.13
C -0.096 1.136 0.861 -1.72 -2.14 0.67
C -2.015 -0.787 -0.054 1.56 1.50 0.61
C 1.936 -1.199 0.809 -3.61 1.42 -0.03
C 0.363 -0.206 0.134 4.80 -0.60 2.88
C -1.318 1.470 0.066 -0.13 -2.97 1.36
H -0.407 -2.059 -0.186 0.59 -2.63 -0.40
H -0.507 1.061 1.979 1.44 -0.41 -2.24
H 1.704 -1.505 1.862 0.67 0.04 -0.54
H 0.530 1.983 0.774 1.37 0.44 0.15
H 1.047 -0.558 -1.928 0.57 -0.77 -0.53
H 1.854 0.778 -1.176 0.27 -0.55 -0.17
H -1.389 2.451 -0.192 -0.97 2.86 -0.98
H 0.222 0.823 -1.524 1.29 -0.63 -0.77
```
Positions in Å, forces in eV/Å.

The charge is +1. The max |F| is 5.63 eV/A. The total energy comes out at -509.7218 Ha.

no.,HOMO (hartree)
1,-0.061
2,-0.351
3,-0.499